1.
C22H56BrIInN4O7 | ωB97M-V/def2-TZVPD

Cartesian coordinates (Å):
C1 -6.179 4.679 2.314
C2 -5.758 3.215 2.150
C3 -6.204 2.290 3.287
C4 -7.356 1.386 2.877
N1 -8.508 2.174 2.429
In1 -9.733 2.973 3.920
O1 -10.752 1.562 4.972
Br1 -11.499 4.442 2.705
I1 -8.519 4.609 5.807
H1 -7.186 4.832 1.930
H2 -5.498 5.348 1.788
H3 -6.192 4.962 3.365
H4 -6.159 2.835 1.212
H5 -4.669 3.186 2.071
H6 -6.464 2.864 4.176
H7 -5.371 1.638 3.568
H8 -7.586 0.681 3.686
H9 -6.991 0.780 2.039
H10 -9.107 1.572 1.876
H11 -11.012 1.958 5.800
C5 -4.166 -1.279 -0.566
O2 -3.924 -0.368 0.479
C6 -3.313 -0.906 1.641
C7 -1.864 -0.495 1.765
N2 -1.032 -1.122 0.750
C8 0.334 -0.614 0.651
C9 0.554 0.870 0.396
O3 0.176 1.328 -0.891
C10 -1.194 1.641 -1.037
H12 -4.875 -0.806 -1.245
H13 -3.260 -1.529 -1.133
H14 -4.606 -2.208 -0.191
H15 -3.415 -1.997 1.658
H16 -3.856 -0.501 2.498
H17 -1.502 -0.799 2.752
H18 -1.836 0.602 1.729
H19 -1.484 -1.039 -0.151
H20 0.815 -1.156 -0.164
H21 0.870 -0.876 1.567
H22 1.632 1.038 0.461
H23 0.082 1.501 1.162
H24 -1.598 2.118 -0.140
H25 -1.804 0.760 -1.266
H26 -1.281 2.338 -1.870
C11 8.371 -1.078 0.633
O4 8.103 -0.996 2.015
C12 8.182 0.306 2.575
C13 6.822 0.865 2.923
N3 6.043 1.166 1.734
C14 4.650 1.534 1.966
C15 3.736 0.559 2.695
O5 3.400 -0.602 1.963
C16 4.365 -1.633 1.965
H27 8.515 -2.131 0.396
H28 7.549 -0.696 0.017
H29 9.282 -0.531 0.372
H30 8.712 0.979 1.894
H31 8.767 0.225 3.496
H32 6.969 1.792 3.487
H33 6.331 0.147 3.595
H34 6.082 0.384 1.095
H35 4.201 1.737 0.991
H36 4.637 2.478 2.521
H37 2.790 1.079 2.865
H38 4.126 0.279 3.682
H39 4.873 -1.708 2.931
H40 5.115 -1.503 1.178
H41 3.836 -2.566 1.773
C17 3.703 -4.294 -6.076
O6 3.790 -2.887 -6.115
C18 2.865 -2.242 -6.979
C19 1.775 -1.522 -6.220
N4 0.871 -2.451 -5.560
C20 -0.101 -1.848 -4.654
C21 0.394 -1.012 -3.483
O7 1.024 -1.747 -2.455
C22 2.378 -2.075 -2.674
H42 4.602 -4.658 -5.583
H43 2.833 -4.649 -5.511
H44 3.658 -4.718 -7.084
H45 2.434 -2.967 -7.678
H46 3.427 -1.504 -7.557
H47 1.199 -0.927 -6.936
H48 2.260 -0.821 -5.527
H49 1.406 -3.148 -5.061
H50 -0.711 -2.657 -4.246
H51 -0.772 -1.218 -5.249
H52 -0.483 -0.557 -3.018
H53 1.041 -0.184 -3.799
H54 2.902 -1.279 -3.212
H55 2.499 -3.015 -3.222
H56 2.841 -2.196 -1.694

Results
Total energy   -127332.912 eV
Net charge   -1
F_max   0.48 eV Å⁻¹

***

2.
C5H11NOS | ωB97M-V/def2-TZVPD

Cartesian coordinates (Å):
C1 1.220 -0.509 1.529
C2 0.961 -1.073 0.128
C3 0.071 -0.228 -0.832
C4 0.819 1.009 -1.265
C5 -1.713 1.137 0.235
H1 0.246 -0.383 2.000
H2 1.796 0.451 1.515
H3 1.790 -1.268 2.061
H4 1.905 -1.237 -0.417
H5 0.493 -2.049 0.187
H6 0.004 -0.856 -1.725
H7 1.233 1.569 -0.405
H8 0.133 1.745 -1.742
H9 1.643 0.740 -1.988
H10 -3.243 -0.783 0.443
H11 -0.937 1.901 0.162
N1 -1.291 -0.023 -0.368
O1 -2.754 1.265 0.855
S1 -2.376 -1.407 -0.372

Results
Total energy   -19735.729 eV
Structure (SMILES)   CC[C@H](C)N(S)C=O
F_max   1.54 eV Å⁻¹
ΔE to the lowest compared entry with this formula, charge and spin   131.8 kJ/mol